Record 1
Computed, not measured: a single C19H24N2O6S molecule at a distorted geometry, with ωB97M-V/def2-TZVPD.

```
52
Properties=species:S:1:pos:R:3:mulliken_charge:R:1
S -2.5950 -0.8451 -2.3132 1.224
O 1.2075 -4.4852 0.3221 -0.413
O 2.0334 4.8963 4.0190 -0.314
O 2.0853 -2.3084 -0.7546 -0.434
O 3.0199 2.2908 0.2543 -0.703
O -1.9510 -0.0893 -3.3414 -0.674
O -3.8579 -1.4503 -2.6102 -0.707
N -2.8445 0.1604 -0.9566 0.037
N 2.1283 2.6249 2.3053 -0.142
C 0.7297 1.7498 0.5630 0.777
C -3.8587 -0.3465 -0.0619 -1.178
C -1.2907 0.4864 0.9083 -0.214
C 0.8124 -5.7041 0.9052 -0.961
C 0.7635 -2.5371 -0.9003 0.786
C -1.0734 -4.0432 -0.3962 -0.524
C -0.1212 -1.7086 -1.5685 -0.160
C -1.4657 -2.0443 -1.6321 -0.667
C -0.8629 1.4946 -1.2301 -0.390
C 3.3033 3.2457 2.8640 -0.833
C 0.2740 -3.7308 -0.3049 0.767
C -0.1045 1.0070 1.3900 -0.963
C -1.6788 0.7075 -0.4137 -0.054
C 3.0810 4.7412 3.0850 -0.470
C 1.7344 6.2400 4.2925 -0.729
C -1.9539 -3.1894 -1.0511 -1.054
C 2.0610 2.2527 1.0039 0.218
C 0.3327 1.9855 -0.7522 -0.512
C 2.6308 -1.1275 -1.3053 -0.654
H -1.1667 1.6777 -2.2467 0.509
H 3.5401 2.7730 3.8212 0.312
H 0.9817 2.5647 -1.3919 0.391
H -3.5326 -1.2375 0.4869 0.414
H 1.4150 6.7690 3.3859 0.313
H 0.0842 -5.5499 1.7080 0.373
H 0.9227 6.2380 5.0171 0.238
H 0.1898 0.7904 2.4067 0.438
H 0.2028 -0.8062 -2.0567 0.700
H 0.3948 -6.3895 0.1610 0.378
H 2.1957 -0.2313 -0.8552 0.161
H 1.7210 -6.1352 1.3220 0.237
H -1.4557 -4.9489 0.0456 0.393
H 2.4961 -1.0936 -2.3900 0.368
H -4.7150 -0.6108 -0.6773 0.352
H 4.1206 3.0901 2.1571 0.377
H 2.8143 5.2252 2.1331 0.345
H -3.0040 -3.4185 -1.1288 0.534
H 2.6014 6.7619 4.7159 0.286
H -4.1412 0.4357 0.6416 0.423
H 3.6933 -1.1635 -1.0733 0.245
H -1.9028 -0.1106 1.5650 0.428
H 4.0034 5.2061 3.4641 0.410
H 1.2803 2.7411 2.8372 0.317
```

Properties
- SMILES string = COCCNC(=O)c1ccc(N(C)S(=O)(=O)c2ccc(OC)c(OC)c2)cc1
- electronic energy (eV) = -46191.8132
- multiplicity = 1
- LUMO (eV) = 0.60
- ΔE to the lowest compared entry with this formula, charge and spin (kJ/mol) = 145.2
- HOMO (hartree) = -0.3095
- HOMO-LUMO gap (eV) = 9.024

Record 2
Computed, not measured: a molecular structure, C3H3GaO3 at a distorted geometry, with ωB97M-V/def2-TZVPD.

```
10
Properties=species:S:1:pos:R:3:mulliken_charge:R:1
Ga 0.0651 -3.1441 -0.9309 0.251
O -0.3232 -2.4073 0.7738 -0.272
O 0.4878 -0.3219 0.9203 -0.694
O -1.5294 -0.8193 1.7129 -0.449
C 0.4247 2.7423 -2.1414 -0.630
C -0.3618 -1.1959 1.1364 0.798
C 0.6081 2.0079 -1.1455 -0.029
H 1.5543 1.8779 -1.9258 0.238
H 0.5496 1.1435 -0.3385 0.441
H -1.4751 0.1169 1.9386 0.348
```

Properties
- electronic energy (eV) = -61674.7427
- multiplicity = 1
- LUMO (eV) = -0.64
- HOMO (hartree) = -0.3798
- HOMO-LUMO gap (eV) = 9.691

Record 3
Computed, not measured: a molecular structure, C44H51Cl2LaN8O7PS at a distorted geometry, with ωB97M-V/def2-TZVPD.

```
115
Properties=species:S:1:pos:R:3:mulliken_charge:R:1
La -3.5600 -22.5747 8.6235 1.701
Cl -9.3178 -22.0155 2.8158 -0.187
Cl -8.2467 -24.0289 7.7996 -0.136
S -2.6773 -25.6037 7.8878 -0.451
P -2.2230 -22.4982 11.7448 2.329
O -5.0197 -22.5951 6.4196 -1.137
O -4.8923 -20.9128 9.7724 0.086
O -3.6690 -20.8505 6.7718 -0.685
O -5.5894 -23.8979 9.5685 0.682
O -5.2885 -18.9110 10.5702 -1.066
O -1.0696 -22.9129 9.3277 0.176
O 0.7448 -22.0024 8.3556 -0.946
N -4.3562 -16.5704 11.1656 -0.130
N -0.0899 -25.4978 8.3444 -0.159
N -3.2005 -15.5111 12.9112 -0.369
N -4.3107 -17.6207 13.2469 -0.264
N -7.6647 -22.2137 5.2416 0.295
N -0.7270 -23.9347 6.8995 -0.634
N -2.2000 -20.2189 9.0673 -0.320
N -1.7653 -22.9392 6.5721 -0.269
C 0.6665 -25.3756 12.8900 -1.058
C -3.9379 -16.5661 12.4584 0.710
C -6.3829 -23.1413 10.5886 -0.059
C -3.6911 -15.8062 10.0982 -0.828
C -3.1540 -19.1610 9.6394 0.419
C -7.1586 -24.2284 11.4503 -0.613
C -7.5691 -20.7758 5.2502 0.750
C -11.1469 -24.5864 5.1625 -0.438
C -10.8869 -23.7627 4.0842 -0.732
C -1.8839 -25.2940 11.7704 -0.394
C -1.2933 -26.4804 11.9531 -0.758
C 0.4858 -19.5279 12.6495 -0.666
C -6.2778 -18.7499 5.0995 -0.690
C 1.4725 -19.6824 11.7550 -1.152
C -4.5471 -21.4411 6.0743 1.270
C -4.0775 -21.4705 13.3955 -0.039
C -3.9149 -16.6579 8.8414 -1.567
C 0.0321 -24.1506 12.7029 0.011
C -8.6924 -19.9622 5.5524 -0.254
C -0.7620 -21.3218 11.6897 0.616
C -0.6795 -20.2952 12.6134 -0.974
C -5.8149 -25.3175 9.7947 -0.523
C -3.0167 -17.9327 8.6918 -0.834
C -4.5745 -19.7139 9.9800 -0.117
C -8.6197 -18.5537 5.6323 -0.829
C 0.1711 -21.3757 10.6757 -0.181
C -9.7551 -22.9910 4.1705 0.840
C -0.0143 -22.1705 9.3988 0.060
C -9.1466 -23.9047 6.3284 0.360
C -2.1603 -22.2624 14.5963 -0.140
C 1.3079 -20.5563 10.6688 -0.891
C -4.0789 -21.3660 15.7713 -0.656
C -8.8513 -22.9423 5.3199 -0.578
C 0.0231 -26.5221 12.4984 -0.505
C -4.7272 -21.1228 14.6007 -1.132
C -6.3587 -20.1407 4.9953 0.283
C -7.3968 -17.9464 5.4470 -0.699
C -6.2542 -25.4662 11.2694 -0.482
C -10.3097 -24.6638 6.2809 -0.804
C -1.1020 -25.0250 7.6742 0.571
C -5.0496 -20.8447 4.7790 -1.437
C -2.7624 -21.8687 15.8006 -0.892
C -1.2686 -24.0517 12.1486 0.417
C -2.8040 -22.0488 13.4075 -0.634
H -1.9953 -20.0061 8.0776 0.400
H -6.6900 -26.3998 11.4981 0.536
H -5.1641 -21.7664 4.1884 0.440
H -2.1306 -23.2546 5.6521 0.288
H -3.7250 -16.0248 7.9657 0.458
H -4.9176 -25.8634 9.5134 0.198
H -1.9777 -17.5466 8.6758 0.463
H -1.2132 -22.6996 14.6470 0.573
H -7.0034 -22.5361 10.0386 0.664
H -4.9428 -16.9214 8.8428 0.499
H -1.3160 -20.0970 9.5564 0.144
H -10.4917 -25.4053 7.0463 0.418
H -4.1819 -20.2053 4.4542 0.413
H 0.4692 -23.1290 12.9696 0.215
H -6.6866 -25.5921 9.1449 0.187
H -5.3257 -18.2425 4.9160 0.379
H -12.0368 -25.1448 5.0070 0.370
H 1.9985 -20.6955 9.9257 0.743
H -4.1352 -14.8271 10.0549 0.522
H 2.3370 -19.0968 11.8279 0.455
H -3.0775 -18.2812 7.6549 0.466
H -1.3482 -20.2355 13.4240 0.663
H -4.8143 -18.3959 12.8072 0.188
H 0.6460 -18.8959 13.5137 0.500
H 1.6621 -25.4280 13.2741 0.445
H -4.4851 -21.2115 12.4251 0.110
H -11.4457 -23.8089 3.1457 0.392
H 0.8277 -25.2709 8.2028 0.231
H -7.2365 -16.8654 5.5109 0.419
H -3.0657 -15.3442 13.8834 0.216
H 0.4473 -27.4663 12.4682 0.486
H -8.1177 -24.3134 11.0093 0.307
H -9.5219 -17.9839 5.9143 0.373
H -2.9718 -14.8427 12.1952 0.211
H -4.4660 -21.0434 16.7395 0.379
H -9.6934 -20.4023 5.6063 0.432
H -7.1452 -23.9314 12.5391 0.351
H -1.3275 -22.0031 6.5584 0.285
H -5.7761 -20.7709 14.5525 0.455
H 0.0715 -23.4077 7.2911 0.382
H -4.7670 -17.4666 10.8390 0.261
H -5.7661 -22.5368 11.2218 -0.457
H -2.5777 -15.6998 10.2320 0.446
H -4.4078 -17.4000 14.2267 0.240
H -2.2650 -22.0895 16.7532 0.438
H -0.3056 -26.2545 8.9767 0.170
H -2.7304 -18.9695 10.6251 0.291
H -2.8312 -25.2616 11.2164 0.205
H -6.7576 -22.6007 5.5744 0.030
H -1.7179 -27.5037 11.7013 0.330
H -5.4208 -25.3086 11.9934 0.120
```

Properties
- electronic energy (eV) = -118738.9819
- multiplicity = 1
- net charge = +1
- LUMO (eV) = -2.13
- ΔE to the lowest compared entry with this formula, charge and spin (kJ/mol) = 58.1
- HOMO (hartree) = -0.3439
- HOMO-LUMO gap (eV) = 7.229

Record 4
Computed, not measured: 2 unconnected molecules or ions with the total composition C4H10NO at a distorted geometry, with ωB97M-V/def2-TZVPD.

```
16
Properties=species:S:1:pos:R:3:mulliken_charge:R:1
O -0.3505 0.8937 1.5481 -0.481
N -1.0703 -1.2911 -1.2231 -0.282
C 1.2892 1.4604 -0.1369 -1.009
C 1.1147 -0.8288 0.8632 -1.030
C 0.6547 0.4065 0.7149 0.511
C -2.1953 -0.5826 -0.8650 -0.658
H -0.2406 -1.1895 -0.6658 0.231
H -2.9793 -0.4816 -1.5955 0.326
H 0.5147 2.0892 -0.5783 0.283
H -1.0848 -2.0760 -1.8505 0.173
H 0.5954 -1.6158 1.3947 0.352
H 1.8994 1.0288 -0.9270 0.326
H 1.9011 2.1245 0.4818 0.345
H 2.0745 -1.1103 0.4484 0.323
H -2.2171 -0.2236 0.1517 0.280
H 0.0942 1.3962 2.2393 0.310
```

Properties
- electronic energy (eV) = -7844.8133
- multiplicity = 2
- LUMO (spin up / spin down) (eV) = 0.73 / 0.72
- ΔE to the lowest compared entry with this formula, charge and spin (kJ/mol) = 93.0
- HOMO (spin up / spin down) (hartree) = -0.2162 / -0.3492
- HOMO-LUMO gap (spin up / spin down) (eV) = 6.612 / 10.225

Record 5
Computed, not measured: 2 unconnected molecules or ions with the total composition C2H8N at a distorted geometry, with ωB97M-V/def2-TZVPD.

```
11
Properties=species:S:1:pos:R:3:mulliken_charge:R:1
N 1.5250 0.1462 -0.0642 -0.596
C -1.3015 0.2940 -0.1561 -0.939
C -0.3341 -0.6910 0.1437 0.023
H -2.2618 0.1733 0.4258 0.314
H -0.8711 1.3232 0.2307 0.296
H -1.6750 0.4849 -1.1904 0.310
H 1.9123 -0.4399 -0.7642 0.332
H 1.2378 1.0536 -0.3763 0.304
H -0.1990 -0.8214 1.2439 0.266
H 1.8526 0.0460 0.8860 0.321
H 0.1148 -1.5690 -0.3789 0.369
```

Properties
- electronic energy (eV) = -3685.2124
- multiplicity = 1
- net charge = +1
- LUMO (eV) = -4.96
- ΔE to the lowest compared entry with this formula, charge and spin (kJ/mol) = 188.4
- HOMO (hartree) = -0.6241
- HOMO-LUMO gap (eV) = 12.023

Record 6
Computed, not measured: 6 unconnected molecules or ions with the total composition C19H35Cl2FN4O4, with ωB97M-V/def2-TZVPD.

```
65
Properties=species:S:1:pos:R:3:mulliken_charge:R:1
Cl -15.9732 25.5959 6.1433 -0.184
Cl -17.4201 23.0674 5.7887 -0.136
F -20.4650 24.5785 6.3456 -0.168
O -21.2653 20.2805 2.8160 -0.680
O -19.6589 18.5500 8.0774 -0.665
O -14.4496 29.7200 6.6799 -0.673
O -18.9580 30.6148 7.1816 -0.674
N -16.8223 30.5240 7.9485 -0.027
N -20.6678 18.4706 6.0470 -0.110
N -13.3731 28.7894 8.4171 -0.178
N -22.0740 21.2987 4.6877 0.132
C -20.4440 25.5568 8.4808 -0.005
C -13.4798 29.6982 7.4219 0.704
C -21.1827 21.1739 3.6597 0.593
C -20.0713 22.1955 3.6666 -0.669
C -19.1378 20.2833 6.5115 -0.627
C -12.3112 30.6340 7.2520 -1.020
C -19.8236 19.0131 6.9629 0.486
C -23.3050 20.5493 4.8221 -0.770
C -17.9321 29.9831 7.3720 0.348
C -22.1873 24.0117 7.8620 -0.151
C -17.3420 24.7783 5.3796 -0.068
C -22.1136 24.9416 10.0751 -0.387
C -21.3607 17.2282 6.2584 -1.011
C -14.3702 27.7665 8.5729 -0.492
C -22.7135 24.1128 9.1346 -0.707
C -20.9735 25.6705 9.7503 -0.632
C -21.0633 24.7529 7.5490 0.292
C -16.7564 31.9055 8.3555 -1.073
C -17.8013 28.5209 7.0248 -0.629
H -20.0181 22.7003 4.6332 -0.047
H -17.2378 24.8325 4.3019 0.378
H -23.1046 19.4832 4.9381 0.126
H -11.5058 30.4160 7.9474 0.350
H -19.5969 26.1719 8.1924 0.316
H -20.6936 18.8881 5.1305 0.163
H -20.1504 22.9684 2.9028 0.339
H -13.9614 26.9666 9.1860 0.358
H -23.8459 20.9079 5.6951 0.305
H -21.8947 22.0552 5.3232 0.093
H -22.4295 17.3179 6.0517 0.301
H -12.6658 31.6607 7.3419 0.256
H -15.2711 28.1358 9.0668 0.261
H -23.9744 20.6772 3.9687 0.324
H -23.6029 23.5584 9.4021 0.366
H -15.9447 30.0780 7.7121 0.148
H -21.2550 16.9391 7.3005 0.361
H -16.9826 28.3417 6.3262 0.294
H -17.7231 32.3830 8.2215 0.388
H -20.9592 16.4299 5.6303 0.314
H -19.8833 21.0838 6.5632 0.101
H -22.5265 24.9564 11.0762 0.372
H -11.9587 30.5401 6.2260 0.279
H -16.0278 32.4662 7.7697 0.298
H -17.6193 27.9443 7.9363 0.165
H -16.5094 31.9647 9.4187 0.308
H -18.2917 20.5371 7.1350 0.413
H -20.5849 26.3802 10.4661 0.378
H -18.8475 20.2166 5.4591 0.293
H -18.2365 25.3112 5.6767 -0.016
H -14.5879 27.4098 7.5669 0.042
H -12.6702 28.9588 9.1137 0.209
H -19.1043 21.7179 3.5149 0.271
H -22.5804 23.3425 7.1045 0.289
H -18.7191 28.1400 6.5836 0.384
```

Properties
- SMILES string = Fc1ccccc1.CNC(C)=O.CNC(C)=O.CNC(C)=O.CNC(C)=O.ClCCl
- electronic energy (eV) = -62185.2693
- multiplicity = 1
- LUMO (eV) = 0.45
- HOMO (hartree) = -0.3363
- HOMO-LUMO gap (eV) = 9.600